{"formula": "C6H15N3O", "method": "ωB97M-V/def2-TZVPD", "charge": 0, "orbital_gap_ev": 9.1, "de_lowest_kj_mol": 382.2, "multiplicity": 1, "total_energy_ev": -12979.7073, "smiles": "CC(=O)[C@H](N)N(C)N(C)C", "lumo_energy_ev": 0.8, "elements": ["C", "C", "C", "N", "C", "O", "H", "H", "H", "H", "H", "H", "H", "H", "H", "C", "N", "C", "N", "H", "H", "H", "H", "H", "H"], "coordinates": [[1.022, 1.241, -1.331], [0.159, -0.989, -1.972], [1.950, -0.161, 1.335], [0.150, 0.123, -1.040], [0.811, -0.974, 0.745], [0.965, -2.197, 0.646], [1.899, 0.976, -1.933], [-0.552, -1.765, -1.682], [0.493, 1.999, -1.917], [1.377, 1.710, -0.413], [-0.093, -0.648, -2.980], [1.156, -1.439, -1.988], [1.644, 0.793, 1.767], [2.690, 0.023, 0.555], [2.410, -0.753, 2.129], [-1.832, 1.400, -0.021], [-1.493, -1.471, 1.682], [-0.694, -0.375, 1.186], [-1.163, 0.113, -0.074], [-2.085, -1.875, 0.957], [-2.180, -1.339, 2.417], [-0.518, 0.397, 1.941], [-1.415, 2.070, 0.741], [-1.819, 1.907, -0.990], [-2.883, 1.234, 0.239]], "forces_ev_per_a": [[-1.07, 0.83, 0.18], [-0.44, 0.39, -0.30], [0.33, 0.26, -0.73], [-1.06, -1.65, 2.35], [-1.38, -1.56, 3.31], [-0.31, 1.99, -1.08], [-0.30, -0.55, 0.25], [0.14, 0.25, 0.14], [0.02, 0.27, -0.08], [-0.01, 0.04, -0.03], [-0.04, -0.09, -0.21], [-0.05, 0.02, 0.04], [-0.08, 0.03, -0.17], [0.21, 0.04, 0.18], [-0.07, -0.06, -0.18], [-0.24, 0.22, -0.14], [-1.10, -0.28, -0.04], [1.80, -1.88, -0.66], [2.22, 1.09, -2.97], [0.78, 0.03, -0.30], [0.61, 0.83, 0.30], [-0.24, -0.05, 0.10], [0.13, 0.07, -0.09], [0.04, -0.20, 0.12], [0.12, -0.04, 0.00]], "lowdin_charge": [-0.088, -0.086, -0.035, -0.210, -0.416, 0.012, 0.098, 0.088, 0.074, 0.072, 0.078, 0.088, 0.067, 0.076, 0.089, -0.090, 0.067, -0.345, -0.061, 0.081, 0.069, 0.128, 0.078, 0.081, 0.085]}